Entry a
Molecular formula: C2H4ClNS
Method: DFT, the ωB97M-V functional and the def2-TZVPD basis

Each line ends with the Löwdin charge.
Positions of all 9 atoms, in Å:
C  0.618  0.332  1.258  -0.39
S  1.430  0.038  -0.338  0.86
C  0.005  -0.282  -1.246  -0.65
N  -1.083  -0.199  -0.613  -0.53
Cl  -2.549  -0.524  -1.438  0.54
H  -0.129  1.106  1.130  0.03
H  0.164  -0.590  1.598  0.04
H  1.400  0.652  1.941  0.03
H  0.144  -0.534  -2.292  0.07

Results
Net charge: 0
LUMO (eV): 0.745
HOMO energy (eV): -9.1

***

Entry b
Molecular formula: C2H4ClNS
Method: DFT, the ωB97M-V functional and the def2-TZVPD basis

Each line ends with the Löwdin charge.
Positions of all 9 atoms, in Å:
S  -0.529  0.259  -2.208  0.64
N  0.959  -0.063  -1.096  -0.25
C  0.674  -0.069  0.111  -0.42
C  -0.589  -0.049  1.066  -0.57
Cl  -0.244  -1.024  2.543  0.52
H  0.375  0.512  -3.129  -0.19
H  1.606  -0.072  0.809  0.12
H  -0.770  1.005  1.422  0.08
H  -1.481  -0.499  0.483  0.08

Results
Net charge: 0
LUMO (eV): 0.520
HOMO energy (eV): -9.5

***

entry a (32.3 kJ/mol below the next structure)

***

Entry a
Molecular formula: CI2S
Method: DFT, the ωB97M-V functional and the def2-TZVPD basis

Each line ends with the Löwdin charge.
Positions of all 4 atoms, in Å:
C  1.821  0.287  0.546  -0.67
S  3.131  0.619  -0.203  0.63
I  -1.239  -0.687  -0.214  0.03
I  -3.713  -0.219  -0.130  0.00

Results
Net charge: 0
LUMO (eV): -0.999
HOMO energy (eV): -8.9

***

Entry b
Molecular formula: CI2S
Method: DFT, the ωB97M-V functional and the def2-TZVPD basis

Each line ends with the Löwdin charge.
Positions of all 4 atoms, in Å:
C  -1.948  0.569  0.893  -0.59
S  -3.444  0.516  0.546  0.60
I  1.626  -1.085  -1.225  -0.01
I  3.767  0.000  -0.214  0.00

Results
Net charge: 0
LUMO (eV): -1.360
HOMO energy (eV): -9.2

***

entry b (9.2 kJ/mol below the next structure)

***

Entry a
Molecular formula: C24H28N2O4
Method: DFT, the ωB97M-V functional and the def2-TZVPD basis

Each line ends with the Löwdin charge.
Positions of all 58 atoms, in Å:
C  6.967  -1.918  -0.590  -0.10
O  6.259  -2.057  0.618  -0.20
C  6.199  -3.393  1.070  -0.13
C  5.333  -4.313  0.198  -0.44
O  5.806  -5.324  -0.290  0.05
N  4.043  -3.965  0.030  -0.04
C  3.393  -2.771  0.516  -0.12
C  2.983  -1.881  -0.660  -0.09
C  2.074  -2.658  -1.622  -0.32
O  0.854  -3.025  -0.997  -0.02
C  -0.131  -2.112  -0.810  -0.25
C  -1.261  -2.584  -0.135  0.01
C  -2.329  -1.753  0.105  -0.01
C  -2.302  -0.420  -0.302  -0.14
C  -3.496  0.423  -0.011  -0.45
O  -4.616  -0.041  0.075  0.07
N  -3.235  1.743  0.162  0.10
C  -4.254  2.714  0.466  -0.28
C  -4.067  3.374  1.849  -0.06
C  -4.562  4.774  1.644  -0.19
C  -4.867  5.727  2.594  -0.03
C  -5.304  6.976  2.173  -0.09
C  -5.429  7.261  0.824  -0.09
C  -5.119  6.303  -0.131  -0.03
C  -4.687  5.061  0.287  -0.19
C  -4.288  3.880  -0.545  -0.07
C  -1.187  0.042  -0.988  -0.03
C  -0.110  -0.789  -1.244  -0.01
C  2.761  -3.959  -2.048  -0.09
C  3.187  -4.765  -0.822  -0.12
H  8.007  -2.242  -0.476  0.09
H  6.941  -0.859  -0.842  0.09
H  6.508  -2.501  -1.396  0.09
H  5.799  -3.360  2.087  0.13
H  7.203  -3.837  1.098  0.13
H  2.493  -3.070  1.067  0.14
H  4.052  -2.215  1.179  0.12
H  3.872  -1.551  -1.198  0.12
H  2.464  -1.002  -0.275  0.11
H  1.866  -2.055  -2.518  0.15
H  -1.272  -3.615  0.181  0.12
H  -3.209  -2.117  0.614  0.12
H  -2.280  2.065  0.159  0.13
H  -5.202  2.169  0.439  0.15
H  -3.006  3.387  2.122  0.12
H  -4.606  2.845  2.634  0.12
H  -4.772  5.506  3.647  0.11
H  -5.552  7.730  2.905  0.10
H  -5.772  8.236  0.512  0.10
H  -5.218  6.526  -1.184  0.11
H  -3.291  4.041  -0.970  0.12
H  -4.975  3.691  -1.369  0.12
H  -1.152  1.055  -1.365  0.11
H  0.731  -0.393  -1.791  0.11
H  3.636  -3.716  -2.653  0.13
H  2.073  -4.552  -2.650  0.12
H  2.299  -5.060  -0.255  0.13
H  3.746  -5.654  -1.117  0.12

Results
Net charge: 0
LUMO (eV): 0.531
HOMO energy (eV): -8.8

***

Entry b
Molecular formula: C24H28N2O4
Method: DFT, the ωB97M-V functional and the def2-TZVPD basis

Each line ends with the Löwdin charge.
Positions of all 58 atoms, in Å:
C  3.102  3.523  6.255  -0.09
O  1.892  2.779  6.179  -0.14
C  1.372  2.153  5.044  -0.11
C  2.162  2.329  3.906  0.00
C  1.777  1.669  2.822  -0.21
N  2.024  1.734  1.593  0.13
C  1.107  1.115  0.851  -0.17
C  1.260  0.800  -0.568  -0.22
O  2.089  1.725  -1.031  -0.07
N  0.750  -0.389  -1.266  -0.07
C  -0.131  -1.211  -0.969  -0.33
C  -0.220  -2.443  -1.865  -0.05
C  -0.661  -1.849  -3.312  -0.35
C  -0.046  -3.016  -4.329  0.02
C  -0.950  -2.402  -5.719  -0.21
C  -2.152  -3.017  -5.847  -0.06
C  -2.888  -2.704  -6.950  0.07
C  -2.105  -1.962  -8.222  0.00
C  -0.933  -1.489  -7.801  -0.14
C  -0.098  -1.878  -6.621  -0.03
C  -0.345  -0.547  -3.506  -0.17
C  1.089  -0.145  -2.753  -0.01
C  0.101  0.390  1.727  0.11
C  0.376  0.937  3.039  -0.07
C  -0.307  0.927  4.145  -0.35
O  -1.383  0.300  4.056  -0.02
C  -2.238  0.052  5.311  0.02
C  0.047  1.518  5.392  -0.12
O  -0.398  1.428  6.685  -0.06
C  -0.722  2.725  6.939  -0.13
H  3.124  3.908  7.289  0.09
H  4.045  2.766  6.042  0.15
H  3.133  4.414  5.726  0.05
H  3.044  2.968  3.704  0.13
H  2.778  2.168  1.040  0.19
H  0.399  -1.425  0.015  0.16
H  -1.158  -0.964  -0.927  0.13
H  -0.700  -3.016  -1.433  -0.02
H  0.919  -2.756  -1.993  0.17
H  -1.763  -2.065  -3.232  0.15
H  -0.344  -4.028  -4.005  0.12
H  0.889  -2.675  -4.315  0.03
H  -2.548  -3.485  -5.259  -0.02
H  -3.708  -3.028  -7.337  0.02
H  -2.533  -1.938  -9.189  0.07
H  -0.236  -1.240  -8.555  0.07
H  1.007  -1.542  -6.556  0.15
H  -1.020  0.256  -3.200  0.13
H  -0.341  -0.375  -4.599  0.11
H  1.775  -0.742  -3.103  0.04
H  1.425  1.005  -3.057  0.17
H  -0.975  0.065  1.533  0.13
H  -1.706  -0.615  6.055  0.11
H  -2.831  0.941  5.690  0.11
H  -2.952  -0.826  5.067  0.10
H  -0.257  3.487  7.126  -0.02
H  -1.603  3.027  6.318  0.11
H  -1.433  2.665  7.971  0.16

Results
Net charge: 0
LUMO (eV): 0.567
HOMO energy (eV): -7.0

***

entry a (2019.4 kJ/mol below the next structure)

***

Entry a
Molecular formula: CH3N3O
Method: DFT, the ωB97M-V functional and the def2-TZVPD basis

Each line ends with the Löwdin charge.
Positions of all 8 atoms, in Å:
C  -2.742  0.047  0.074  -0.13
N  -3.753  -0.427  -0.196  0.05
N  0.753  0.002  0.266  0.01
N  -0.151  0.886  -0.317  -0.19
O  -1.302  1.149  0.296  -0.10
H  0.442  -1.061  0.558  0.16
H  0.932  0.305  1.179  0.04
H  -0.346  0.782  -1.325  0.16

Results
Net charge: 0
LUMO (spin up / spin down) (eV): -1.196 / -1.196
HOMO energy (spin up / spin down) (eV): -10.7 / -10.7

***

Entry b
Molecular formula: CH3N3O
Method: DFT, the ωB97M-V functional and the def2-TZVPD basis

Each line ends with the Löwdin charge.
Positions of all 8 atoms, in Å:
H  0.690  -1.529  -0.306  0.02
N  0.239  -0.670  -0.472  0.08
C  0.210  0.358  0.249  -0.40
O  -0.147  1.566  -0.164  0.02
H  0.270  0.417  1.313  0.11
H  -0.589  1.375  -1.084  0.16
N  0.523  -1.937  -2.882  0.00
N  -0.411  -1.367  -2.976  0.00

Results
Net charge: 0
LUMO (eV): 1.032
HOMO energy (eV): -9.9

***

Entry c
Molecular formula: CH3N3O
Method: DFT, the ωB97M-V functional and the def2-TZVPD basis

Each line ends with the Löwdin charge.
Positions of all 8 atoms, in Å:
C  0.707  0.816  -2.483  -0.15
N  0.034  0.746  -3.399  0.05
N  -0.332  0.060  0.423  0.03
N  1.009  0.004  0.021  -0.21
O  1.423  0.889  -0.849  -0.09
H  -0.884  -0.340  -0.408  0.12
H  -0.606  0.993  0.729  0.09
H  1.216  -1.000  -0.018  0.15

Results
Net charge: 0
LUMO (eV): -0.759
HOMO energy (eV): -10.5

***

entry b (529.6 kJ/mol below the next structure)

***

Entry a
Molecular formula: C3H3IO2
Method: DFT, the ωB97M-V functional and the def2-TZVPD basis

Each line ends with the Löwdin charge.
Positions of all 9 atoms, in Å:
C  -0.440  -0.305  -2.361  0.24
C  -0.765  -0.352  -1.217  -0.04
C  -0.802  -0.158  0.144  -0.11
O  0.000  -0.290  2.248  -0.09
O  -0.550  -0.885  1.137  0.00
I  2.439  1.166  1.059  0.01
H  0.074  -0.356  -3.269  0.06
H  -0.871  0.975  0.318  0.17
H  0.915  0.206  1.941  -0.23

Results
Net charge: 0
LUMO (spin up / spin down) (eV): -2.729 / -2.729
HOMO energy (spin up / spin down) (eV): -8.3 / -8.3

***

Entry b
Molecular formula: C3H3IO2
Method: DFT, the ωB97M-V functional and the def2-TZVPD basis

Each line ends with the Löwdin charge.
Positions of all 9 atoms, in Å:
O  -2.498  1.840  0.098  0.18
C  -1.472  1.327  -0.137  -0.16
C  -0.321  0.841  -0.516  -0.11
C  0.178  -0.607  -0.422  -0.39
O  1.517  -0.787  -0.754  -0.74
I  2.983  0.364  0.042  0.90
H  0.320  1.326  -1.090  0.04
H  -0.212  -1.230  0.584  0.16
H  -0.356  -1.257  -1.175  0.13

Results
Net charge: 0
LUMO (eV): -1.070
HOMO energy (eV): -9.1

***

Entry c
Molecular formula: C3H3IO2
Method: DFT, the ωB97M-V functional and the def2-TZVPD basis

Each line ends with the Löwdin charge.
Positions of all 9 atoms, in Å:
O  -1.226  -2.095  -0.052  0.00
C  -1.125  -0.923  -0.193  -0.73
I  -2.575  0.486  0.475  0.89
C  0.419  -0.134  -0.647  -0.24
C  0.960  0.575  0.521  -0.10
O  0.179  1.238  -0.526  -0.18
H  1.101  -0.475  -1.442  0.14
H  0.299  0.375  1.391  0.09
H  1.969  0.952  0.473  0.12

Results
Net charge: 0
LUMO (eV): 0.245
HOMO energy (eV): -9.6

***

entry c (58.9 kJ/mol below the next structure)

***

Entry a
Molecular formula: C3H5BrN2
Method: DFT, the ωB97M-V functional and the def2-TZVPD basis

Each line ends with the Löwdin charge.
Positions of all 11 atoms, in Å:
C  0.105  -1.934  0.464  -0.08
C  0.192  0.909  0.863  -0.20
C  -0.559  1.106  -0.318  -0.79
N  0.875  -2.610  -0.119  -0.02
N  -0.348  0.656  -1.422  0.12
Br  -2.412  1.948  0.085  0.46
H  -0.205  -0.057  1.231  0.01
H  0.021  1.619  1.660  0.07
H  1.264  0.657  0.770  0.10
H  1.853  -2.876  -0.899  0.26
H  -0.784  0.583  -2.316  0.07

Results
Net charge: 0
LUMO (eV): -0.115
HOMO energy (eV): -9.4

***

Entry b
Molecular formula: C3H5BrN2
Method: DFT, the ωB97M-V functional and the def2-TZVPD basis

Each line ends with the Löwdin charge.
Positions of all 11 atoms, in Å:
H  -2.454  2.400  -1.408  0.07
N  -1.986  1.525  -1.095  0.06
N  -1.349  1.598  -0.013  -0.07
C  -0.521  0.528  0.060  -0.17
C  -0.012  -0.466  -0.354  -0.13
C  0.731  -1.669  -0.442  -0.12
H  0.362  -2.289  -1.350  0.12
H  1.807  -1.465  -0.442  0.08
H  0.449  -2.237  0.402  0.07
Br  2.039  0.568  2.303  0.34
H  0.933  1.508  2.339  -0.24

Results
Net charge: 0
LUMO (eV): -0.035
HOMO energy (eV): -9.4

***

entry a (90.0 kJ/mol below the next structure)

***

Entry a
Molecular formula: C2H4OS
Method: DFT, the ωB97M-V functional and the def2-TZVPD basis

Each line ends with the Löwdin charge.
Positions of all 8 atoms, in Å:
C  0.390  -0.744  0.016  -0.10
C  -0.686  0.379  -0.054  -0.93
O  -0.222  1.671  0.044  -0.06
S  -2.253  0.126  0.009  0.74
H  0.068  -1.682  -0.440  0.07
H  1.311  -0.452  -0.467  0.06
H  0.630  -1.040  1.022  0.07
H  0.763  1.742  -0.131  0.13

Results
Net charge: 0
LUMO (eV): 0.459
HOMO energy (eV): -8.8

***

Entry b
Molecular formula: C2H4OS
Method: DFT, the ωB97M-V functional and the def2-TZVPD basis

Each line ends with the Löwdin charge.
Positions of all 8 atoms, in Å:
C  -0.318  1.030  -0.983  -0.38
C  0.215  -0.122  -0.331  -0.40
O  -0.447  -1.590  1.762  -0.13
S  1.509  0.911  -0.600  0.87
H  -0.418  1.119  -2.014  0.03
H  -0.607  1.969  -0.433  0.09
H  -0.285  -1.233  0.836  -0.08
H  0.352  -2.084  1.761  -0.01

Results
Net charge: 0
LUMO (eV): -0.964
HOMO energy (eV): -9.6

***

Entry c
Molecular formula: C2H4OS
Method: DFT, the ωB97M-V functional and the def2-TZVPD basis

Each line ends with the Löwdin charge.
Positions of all 8 atoms, in Å:
C  0.708  -0.427  -0.102  -0.08
C  -0.369  0.566  -0.289  -1.01
O  -1.417  0.397  0.515  -0.09
S  -0.528  1.817  -1.223  0.77
H  0.366  -1.370  -0.172  0.04
H  1.471  -0.270  -0.868  0.09
H  1.100  -0.351  0.883  0.09
H  -1.332  -0.362  1.255  0.19

Results
Net charge: 0
LUMO (eV): 0.482
HOMO energy (eV): -8.7

***

entry a (34.7 kJ/mol below the next structure)

***

Entry a
Molecular formula: C2H4OS
Method: DFT, the ωB97M-V functional and the def2-TZVPD basis

Each line ends with the Löwdin charge.
Positions of all 8 atoms, in Å:
C  -0.328  -0.629  -0.963  -0.13
C  -0.630  -0.714  0.258  -0.06
O  -0.339  2.919  0.376  -0.62
S  -0.517  1.833  1.639  0.61
H  -0.260  -1.577  -1.554  0.08
H  -0.206  0.289  -1.508  0.04
H  -0.926  -1.532  0.885  0.03
H  -0.968  2.812  -0.384  0.05

Results
Net charge: 0
LUMO (spin up / spin down) (eV): -0.267 / -1.174
HOMO energy (spin up / spin down) (eV): -8.9 / -8.5

***

Entry b
Molecular formula: C2H4OS
Method: DFT, the ωB97M-V functional and the def2-TZVPD basis

Each line ends with the Löwdin charge.
Positions of all 8 atoms, in Å:
C  0.036  0.172  -0.920  -0.42
C  -0.001  0.720  0.528  -0.14
O  1.008  -0.266  -1.431  0.04
S  0.094  -1.342  1.507  0.56
H  -0.970  0.309  -1.528  0.14
H  0.954  1.041  0.763  0.03
H  -0.955  1.136  0.770  0.05
H  -0.167  -1.770  0.311  -0.26

Results
Net charge: 0
LUMO (eV): -0.728
HOMO energy (eV): -9.6

***

entry b (258.7 kJ/mol below the next structure)